Entry 1:
79
Properties=species:S:1:pos:R:3 method="wB97M-V/def2-TZVPD" orbital_gap_ha="0.23851 / 0.30916" relative_energy_kcal_mol=30.60 multiplicity=2
C 2.5300 -2.9969 -1.7248
C 2.4254 -2.0371 -2.8659
H 1.8446 -3.8428 -1.9087
H 2.2787 -2.5506 -0.7563
H 3.5648 -3.3598 -1.6404
C 2.4212 -2.4418 -4.1555
C 2.4665 -3.8486 -4.6152
H 2.4334 -1.6861 -4.9349
H 1.8616 -4.5325 -4.0226
H 3.4866 -4.2308 -4.6355
H 2.1075 -3.8981 -5.6401
Ti 2.0224 0.1772 0.4994
Cl 2.4388 0.2183 2.8323
Cl 4.0049 1.2843 0.2752
C 0.8089 2.7311 0.8921
O 0.6167 1.5165 0.5467
N -0.1994 3.5153 1.2113
C -1.5619 2.9928 1.2974
C 0.0300 4.9222 1.4925
H 1.8201 3.1334 0.9105
H -1.6658 2.2995 2.1414
H -1.8642 2.5169 0.3583
H -2.2036 3.8569 1.4774
H 0.7587 5.0319 2.3065
H -0.9298 5.3549 1.7730
H 0.4255 5.4224 0.5975
H -0.2144 -3.6595 4.1472
H -0.5237 -3.6030 0.2937
C -1.0228 -3.1677 3.5982
C -1.1956 -3.5259 1.1592
N -0.5837 -2.7867 2.2598
H -1.3254 -2.2864 4.1611
C 0.3049 -1.8118 2.0952
O 0.7115 -1.3967 0.9724
H -2.1587 -3.0647 0.8617
H 0.6484 -1.3557 3.0294
H -1.8706 -3.8464 3.4765
H -1.4115 -4.5315 1.5488
O 2.2386 -0.3700 -1.1152
C 2.5591 -0.5567 -2.5126
C 0.8216 -0.0364 -4.3240
C 1.7937 0.4085 -3.4192
H 0.5160 -1.0825 -4.3099
C 0.2905 0.7848 -5.3233
H 3.6332 -0.2993 -2.6311
C 2.1506 1.7656 -3.4853
H -0.4854 0.3927 -5.9748
C 0.7799 2.0749 -5.4933
C 1.6748 2.5750 -4.5344
H 2.8465 2.1631 -2.7320
H 0.4321 2.6896 -6.3286
H 2.0115 3.6099 -4.6314
Si -2.6120 -0.0551 -2.2979
Cl -1.5151 -1.6552 -2.8654
C -3.7374 0.3410 -3.7311
C -1.3754 1.3663 -2.2118
C -2.7616 -0.4596 -0.4673
H -3.8663 1.4329 -3.8707
H -4.7204 -0.1040 -3.5599
H -3.3035 -0.0755 -4.6582
H -2.1472 -1.3353 -0.2252
H -3.8014 -0.6574 -0.2039
H -2.3447 0.3563 0.1444
H -0.9737 1.5252 -3.2183
H -0.5711 1.1133 -1.5129
H -1.8960 2.2615 -1.8877
C -1.1982 1.4570 6.4003
C -0.3745 0.3114 7.0327
C 0.0628 -0.5710 5.8545
O -0.6115 -0.1319 4.6506
C -1.2786 1.1193 4.8988
H -2.2004 1.5110 6.8369
H -0.6998 2.4205 6.5446
H -0.9895 -0.2817 7.7169
H 0.5051 0.6773 7.5664
H 1.1495 -0.4969 5.6828
H -0.1826 -1.6298 6.0431
H -2.3205 1.0367 4.5477
H -0.7788 1.8924 4.2906



Entry 2:
76
Properties=species:S:1:pos:R:3 method="wB97M-V/def2-TZVPD" orbital_gap_ha="0.18681 / 0.15976" multiplicity=8 total_charge=+2
Gd -0.1533 -0.1055 -0.6371
P -0.1920 -2.6969 -1.2926
P -0.1917 2.5232 -0.9766
N 1.5930 -0.0500 -1.9103
C 1.4649 -2.5168 -2.0908
H 1.9944 -3.4625 -1.8891
H 1.2632 -2.4247 -3.1735
C 2.3385 -1.2978 -1.6575
H 2.6420 -1.4450 -0.5778
H 3.2819 -1.2598 -2.2548
C 2.3419 1.1562 -1.4789
H 3.2757 1.1984 -2.0911
H 2.6497 1.1582 -0.3857
C 1.4687 2.4222 -1.7796
H 1.2659 2.4700 -2.8677
H 1.9919 3.3380 -1.4592
C -0.0069 3.0595 0.7458
C -1.1624 2.6758 1.6930
H -0.8753 3.0085 2.6971
H -1.3221 1.5899 1.7544
H -2.0994 3.1737 1.4013
C -1.4691 3.1787 -2.0491
C -2.8329 3.2219 -1.3453
H -3.5531 3.5514 -2.1057
H -2.8202 3.9449 -0.5117
H -3.1498 2.2356 -0.9708
C -1.4663 -3.2256 -2.4472
C -2.8319 -3.3580 -1.7566
H -3.5511 -3.5901 -2.5530
H -3.1500 -2.4268 -1.2619
H -2.8191 -4.1802 -1.0203
C 0.0149 -3.4571 0.3567
C -1.1368 -3.1925 1.3435
H -0.8355 -3.6355 2.3031
H -2.0770 -3.6462 0.9941
H -1.3124 -2.1221 1.5414
C -2.4488 -0.1617 -0.1348
C -0.9310 4.5224 -2.5400
H -0.8894 5.2468 -1.7095
H 0.0709 4.4153 -2.9936
H -1.6331 4.8657 -3.3057
C -0.9311 -4.4984 -3.1049
H -1.6337 -4.7425 -3.9075
H 0.0702 -4.3377 -3.5430
H -0.8899 -5.3215 -2.3722
C 0.2805 -4.9339 0.0893
H 0.6251 -5.3733 1.0335
H -0.6532 -5.4312 -0.2304
H 1.0713 -5.0746 -0.6725
C 0.2791 4.5524 0.6832
H -0.6549 5.0868 0.4301
H 0.6235 4.8689 1.6751
H 1.0721 4.7818 -0.0542
H 0.8980 2.5036 1.0443
H 0.9294 -2.9653 0.7613
H -1.5075 2.4492 -2.8824
H -1.5085 -2.4011 -3.1864
O -3.4834 -0.1887 0.3907
H -0.7716 -0.1987 -3.9193
H -1.4540 -0.0195 -3.6305
N 2.4727 -1.5656 1.4422
C 1.3277 -1.1642 2.0348
N 0.8902 0.1237 1.8679
C 0.9699 0.7257 3.1589
C 1.2252 2.0821 3.4431
C 1.4101 2.4596 4.7908
C 1.4447 1.4751 5.8218
C 1.3042 0.1350 5.4856
C 1.0415 -0.2438 4.1818
S 0.9888 -1.8989 3.5710
H 3.1429 -0.7585 1.2578
H 2.9520 -2.3103 1.9755
H 1.2495 2.8635 2.6889
H 1.5175 3.5185 5.0265
H 1.5813 1.7763 6.8336
H 1.3735 -0.6758 6.2128



Entry 3:
85
Properties=species:S:1:pos:R:3 method="wB97M-V/def2-TZVPD" orbital_gap_ha=0.25536 relative_energy_kcal_mol=0.00 multiplicity=1 total_charge=-1
Y 0.2748 0.4981 -1.0731
C -1.8595 3.4763 2.9038
C -1.0146 2.3252 2.4585
N -1.4342 1.1252 2.4108
O -2.7944 0.9756 2.7003
C 0.3525 2.5601 1.9309
C 1.2083 3.7334 2.3118
N 0.6940 1.7495 0.9969
O 1.8944 1.8176 0.4509
H -2.9019 3.2772 2.6590
H -1.5751 4.3834 2.3817
H -1.7799 3.6207 3.9813
H -2.9150 0.0406 2.4901
H 0.8963 4.1471 3.2741
H 1.1377 4.5367 1.5638
H 2.2565 3.4348 2.3690
O 1.6345 -0.1937 -2.9453
N 2.1634 -1.3203 -2.9315
N 2.1666 -1.8584 -1.7546
O 1.7271 -1.2241 -0.6887
C 2.7479 -3.1629 -1.6184
C 2.8488 -3.7518 -0.3545
C 3.4178 -5.0112 -0.2224
C 3.8438 -5.7202 -1.3541
C 3.7138 -5.1304 -2.6095
C 3.1873 -3.8465 -2.7501
H 2.5244 -3.1645 0.5003
H 3.4896 -5.4510 0.7661
H 4.2654 -6.6909 -1.2501
H 4.0160 -5.6605 -3.4989
H 3.0856 -3.4067 -3.7275
C 0.9552 -3.1632 5.0725
Ge -0.4295 -2.1122 4.0572
C -0.8368 -0.5765 5.2501
C -2.0562 -3.2469 3.7996
C 0.3770 -1.5639 2.3498
Se -1.0133 -1.3816 1.0098
C -0.8347 -3.1616 0.1671
H 0.5988 -3.5291 6.0233
H 1.8346 -2.5432 5.2364
H 1.2646 -4.0352 4.4896
H -1.0646 -0.9296 6.2538
H -1.6763 0.0167 4.8963
H 0.0228 0.0819 5.3048
H -2.5324 -3.4083 4.7615
H -1.7965 -4.2424 3.4297
H -2.7316 -2.8092 3.0815
H 1.1391 -2.2362 1.9615
H 0.8175 -0.5664 2.4244
H -1.0005 -3.9423 0.9176
H 0.1467 -3.1979 -0.2803
H -1.5892 -3.2179 -0.6266
C -5.6745 0.8172 -0.7475
N -4.3378 1.3556 -0.5938
C -3.9583 2.6818 -0.5444
C -2.6080 2.7093 -0.6004
N -2.1477 1.4140 -0.7180
C -3.2123 0.6273 -0.6979
H -6.4041 1.5810 -0.4555
H -5.8185 -0.0569 -0.1153
H -5.8524 0.5417 -1.7849
H -4.6817 3.4776 -0.4473
H -1.9376 3.5527 -0.6242
H -3.1979 -0.4378 -0.8359
C -2.2724 -0.3445 -3.9757
C -2.1572 -1.2170 -2.7570
O -3.1279 -1.9114 -2.4188
O -1.0579 -1.1266 -2.0961
H -2.3566 -0.9761 -4.8670
H -1.4357 0.3480 -4.0991
H -3.1957 0.2338 -3.8967
C 2.2406 3.9119 -4.9937
Si 2.2588 3.4275 -3.1574
C 2.8947 4.9048 -2.1581
C 3.5959 2.0898 -2.9925
Se 0.1560 2.9747 -2.6261
H 3.2346 4.2166 -5.3575
H 1.5603 4.7422 -5.1341
H 1.8876 3.0742 -5.5709
H 3.9018 5.1478 -2.4862
H 2.9294 4.6203 -1.1079
H 2.2592 5.7910 -2.2484
H 4.5626 2.5247 -3.2076
H 3.4553 1.2415 -3.6527
H 3.6305 1.7196 -1.9818



Entry 4:
71
Properties=species:S:1:pos:R:3 method="wB97M-V/def2-TZVPD" orbital_gap_ha="0.19909 / 0.15213" relative_energy_kcal_mol=173.84 multiplicity=4 total_charge=+2
Tc -1.2985 1.2393 0.6274
C 0.9672 2.8233 0.6505
C -0.3750 3.2294 0.2645
C -0.2569 3.0137 2.6168
C 0.9905 2.6116 2.0584
C -1.1749 3.2826 1.5355
C 2.1431 2.8276 -0.2494
H 2.2037 1.9005 -0.8516
H 3.0768 2.9850 0.3035
H 2.0391 3.6540 -0.9649
C 2.1523 2.1082 2.8326
H 2.7080 1.3382 2.2915
H 1.8568 1.6455 3.7756
H 2.8644 2.8880 3.1101
C -0.5741 3.1960 4.0590
H -1.0341 4.1750 4.2227
H 0.3251 3.1555 4.6892
H -1.2743 2.4299 4.4204
C -2.4276 4.1005 1.6781
H -2.4625 4.8783 0.8994
H -2.4749 4.5745 2.6734
H -3.3315 3.4872 1.5486
C -0.6900 4.0664 -0.9432
H -1.2185 5.0116 -0.7233
H -1.3094 3.4564 -1.5911
H 0.2023 4.3819 -1.4890
C 2.8938 -3.4032 -2.6335
C 2.1530 -2.2489 -2.6387
C 2.4284 -0.9825 -1.7989
C 2.1732 -1.0751 -0.2425
C 2.0919 -2.4402 0.3368
C 1.3327 -3.4981 -0.0910
C 1.9558 -4.7526 -0.5840
C 3.1702 -4.3691 -1.4810
H 1.8347 -0.1384 -2.2465
H 1.2116 -0.5515 0.0024
H 3.4980 -0.7338 -1.9067
H 3.5601 -5.3131 -1.8921
H 3.4762 -3.7295 -3.5498
H 1.4245 -2.0424 -3.4736
H 3.9368 -3.9295 -0.8265
H 2.2659 -5.3827 0.2798
H 0.2180 -3.3997 0.0279
H 1.1927 -5.2889 -1.1611
H 2.9218 -0.3831 0.1726
H 2.9209 -2.7170 1.0327
P -0.6689 -1.6386 -1.8021
C -1.0573 -3.3677 -2.5603
C -1.1360 -0.8200 -3.4001
P -2.2369 -0.6303 0.4864
C -2.2784 -1.7929 -0.8569
C -3.0604 1.5152 -0.4872
C -3.2541 -1.5357 1.6268
H -1.9298 -3.7847 -2.0498
H -0.2497 -4.0984 -2.4513
H -1.3086 -3.2856 -3.6402
H -1.8269 -1.4571 -3.9617
H -0.2477 -0.6523 -4.0346
H -1.5961 0.1366 -3.1405
H -3.6990 -2.3726 1.0649
H -3.9864 -0.7899 1.9277
H -2.6481 -1.8960 2.4629
H -2.3561 -2.7993 -0.3771
H -3.1844 -1.6365 -1.4781
H -4.0341 1.6988 -0.0043
H -3.3103 0.7616 -1.2613
H -2.7879 2.4075 -1.0692
C -0.4807 0.1050 2.2816
H 0.6208 0.0640 2.2835
H -0.8354 -0.9212 2.5021
H -0.7347 0.7089 3.1676



Entry 5:
74
Properties=species:S:1:pos:R:3 method="wB97M-V/def2-TZVPD" orbital_gap_ha="0.14816 / 0.14814" multiplicity=1
P 0.1985 -2.5925 -3.6790
P 0.2842 1.5490 -3.1165
C -0.2349 -1.0046 -4.4670
C 0.7157 0.2039 -4.2826
H -1.2751 -0.7691 -4.1733
H -0.2597 -1.2723 -5.5387
H 1.7572 -0.1210 -4.1162
H 0.7004 0.6992 -5.2677
C -0.8817 2.5644 -4.0863
H -1.3052 3.3976 -3.5018
H -1.7147 1.9428 -4.4603
H -0.3129 2.9737 -4.9378
C 1.7852 2.5129 -2.8504
H 1.8216 3.2445 -3.6693
H 2.6826 1.8750 -2.8791
H 1.7621 3.0539 -1.8937
C -0.9096 -3.8489 -4.3369
H -0.9763 -4.7180 -3.6605
H -0.5416 -4.1897 -5.3193
H -1.9183 -3.4261 -4.4766
C 1.8933 -3.0137 -4.0659
H 2.5366 -2.1265 -4.0616
H 1.9322 -3.4581 -5.0683
H 2.2867 -3.7460 -3.3492
Cd 1.2091 -0.9621 2.5953
C -0.6104 1.1077 -1.6377
C -2.0473 0.9267 -1.9214
C -2.8509 -0.2828 -1.7801
C -2.2961 -1.4986 -0.9409
C -1.4769 -2.4199 -1.6979
C -0.0437 -2.3258 -1.9474
C 0.8352 -1.1186 -1.4088
C 0.1670 0.0778 -0.7121
C 0.6132 -3.0019 2.6715
H -0.5106 2.0698 -1.0787
H -2.5663 1.8595 -2.2136
H -3.1178 -0.6537 -2.8003
H -3.8155 0.0062 -1.3173
H -1.8541 -1.1332 -0.0079
H -3.1827 -2.0562 -0.6116
H -1.9389 -3.3779 -1.9621
H 0.4465 -3.2469 -1.5635
H 1.5227 -0.7760 -2.2113
H 1.5253 -1.5334 -0.6516
H -0.4950 -0.2882 0.0750
H 0.9630 0.6198 -0.1668
H 1.2799 -3.4923 3.3948
H 0.7392 -3.4382 1.6704
H -0.4267 -3.0949 3.0138
C 3.4837 1.1878 3.1934
Si 1.9944 1.6497 4.2425
C 2.2872 1.0569 5.9844
C 1.7371 3.4927 4.1183
N 0.5521 0.8463 3.6187
C -0.7582 0.9841 3.9986
C -1.7993 0.3617 3.2476
C -3.1290 0.4766 3.6392
C -3.4634 1.2033 4.7922
C -2.4585 1.8239 5.5477
C -1.1216 1.7304 5.1567
H 4.2887 1.9009 3.4271
H 3.2827 1.2638 2.1163
H 3.8686 0.1823 3.4119
H 3.0804 1.6587 6.4490
H 1.3860 1.1278 6.6064
H 2.6066 0.0054 5.9846
H 1.5156 3.7742 3.0815
H 0.9034 3.8317 4.7425
H 2.6469 4.0188 4.4337
H -1.5456 -0.1994 2.3397
H -3.9163 0.0039 3.0435
H -4.5042 1.2950 5.1177
H -2.6984 2.4100 6.4383
H -0.3336 2.2165 5.7365



Entry 6:
79
Properties=species:S:1:pos:R:3 method="wB97M-V/def2-TZVPD" orbital_gap_ha=0.25529 relative_energy_kcal_mol=101.73 multiplicity=1
O 0.0964 2.8639 -1.6423
C 0.4793 3.1726 -0.4735
C 1.8573 3.7258 -0.2706
C 2.9024 3.0822 -0.8879
H 2.7267 2.1348 -1.3599
C 4.1502 3.7063 -0.9583
H 4.9826 3.1727 -1.4101
C 4.3084 5.0198 -0.4796
H 5.2765 5.5260 -0.5335
C 3.2152 5.6627 0.1154
H 3.3089 6.6731 0.4712
C 1.9812 5.0138 0.2308
H 1.0988 5.4945 0.6675
H -0.2325 3.8283 0.1552
C -0.9859 2.4446 1.9828
C 0.3225 1.9104 1.3889
H -0.7801 3.4049 2.5203
H -1.4248 1.7353 2.7238
H -1.7604 2.6456 1.2337
C 1.4609 2.0279 2.0911
C 1.4763 2.0701 3.5865
H 2.4343 2.0332 1.5942
H 1.8527 3.0305 3.9296
H 2.0766 1.3209 4.0926
H 0.4640 2.0168 3.9755
Lu 0.0920 -0.2486 0.8994
Cl -0.0531 -0.8410 3.2767
C 0.1320 -3.0909 1.2225
O -0.4369 -2.2908 0.4052
N -0.2963 -4.3117 1.3660
C -1.5048 -4.7344 0.6375
C 0.3545 -5.2411 2.2732
H 0.9767 -2.7395 1.8231
H -1.8384 -3.9146 -0.0177
H -2.3083 -5.0013 1.3468
H -1.2851 -5.6254 0.0300
H 1.2591 -4.7700 2.6502
H 0.6122 -6.1681 1.7497
H -0.3064 -5.4865 3.1123
H 1.5359 1.3609 -5.1189
H 2.3036 -0.9197 -4.6248
C 1.5329 1.5065 -4.0455
C 1.9620 -0.9170 -3.6042
N 1.1652 0.2639 -3.3715
H 0.8344 2.2939 -3.7605
C 0.1447 0.2206 -2.5282
O 0.0904 -0.4660 -1.4643
H 1.3700 -1.8187 -3.4252
H -0.7488 0.8563 -2.8270
H 2.5351 1.8020 -3.7449
H 2.8369 -0.9352 -2.9585
H -5.4631 -0.4217 0.0813
H -5.4041 1.1336 -2.1750
C -4.8206 0.3900 0.4737
C -4.7424 1.7652 -1.5802
N -4.0253 0.9830 -0.5923
H -4.1643 -0.0278 1.2505
C -2.6949 0.8575 -0.6046
O -2.0303 0.2811 0.3144
H -4.0370 2.2492 -2.2396
H -2.1662 1.3019 -1.4513
H -5.4795 1.1573 0.9208
H -5.3506 2.5262 -1.0863
C 3.6734 -2.5431 1.8524
Si 3.4674 -1.8000 0.1510
C 5.1183 -1.4669 -0.6549
C 2.6132 -3.0242 -0.9808
C 2.4679 -0.1789 0.3167
H 3.6467 -3.6376 1.8022
H 2.8978 -2.2007 2.5469
H 4.6465 -2.2391 2.2746
H 5.7723 -2.3658 -0.5868
H 5.0182 -1.2209 -1.7351
H 5.6637 -0.6248 -0.1786
H 1.5094 -2.9263 -1.0124
H 2.9812 -2.9268 -2.0202
H 2.8555 -4.0505 -0.6364
H 2.9260 0.4285 1.0897
H 2.6817 0.3706 -0.6199